(1)
Here is a single C5H9N molecule at a distorted geometry from the OMol25 dataset. Energies are from ωB97M-V/def2-TZVPD.

Geometry as ORCA input:
```
! RIJCOSX wB97M-V def2-TZVPD def2/J DEFGRID3
* xyz 0 1
C 0.5722 -1.1030 1.8176
C 0.3316 0.2854 1.2358
C -0.6646 0.3178 0.0761
C -0.2111 -0.0472 -1.2926
N 0.3150 -0.7972 -2.1298
C -0.2772 0.7361 -2.5560
H -0.3716 -1.5501 2.1514
H 1.0143 -1.7726 1.0718
H 1.2463 -1.0566 2.6800
H -0.0706 0.9575 2.0055
H 1.2755 0.7315 0.9002
H -1.5993 -0.2016 0.3279
H -0.9186 1.3480 -0.1633
H 0.4909 1.4428 -2.8877
H -1.1327 0.7090 -3.2367
*
```

**HOMO energy**: -9.36 eV
**Strongest force on any atom**: 1.904 eV Å⁻¹
**Energy relative to the best compared isomer or geometry (same formula, charge and spin)**: 2.3566 eV

---

(2)
Here is a molecular structure, C25H30N4O5S at a distorted geometry from the OMol25 dataset. Energies are from ωB97M-V/def2-TZVPD.

Geometry as ORCA input:
```
! RIJCOSX wB97M-V def2-TZVPD def2/J DEFGRID3
* xyz 0 1
C -7.6192 -2.4428 -0.5609
C -6.3595 -1.6770 -0.1393
C -6.0145 -0.2613 -0.2715
C -4.8913 -0.2972 0.4428
N -4.5799 -1.6151 0.7999
O -5.6299 -2.4012 0.6313
N -4.2425 0.7067 0.8593
C -4.3777 2.1002 0.0621
O -5.3482 2.4133 -0.6110
C -3.2304 3.0226 0.5744
C -2.0264 3.0310 -0.1737
C -1.2329 1.8181 0.3079
O -1.4637 0.9216 1.2921
N 0.0652 1.5385 -0.1633
C 0.5540 2.1722 -1.4646
C 1.0231 3.5040 -0.8320
C 0.8111 4.6276 -1.3406
C 1.5809 5.6291 -0.6048
C 2.4855 5.0135 0.0638
O 2.0442 3.6567 0.0864
H 3.1003 5.1384 0.7484
H 1.5264 6.8443 -0.6186
H 0.0357 5.1603 -2.0736
H 1.3030 1.6376 -1.5990
H -0.2090 2.4780 -2.3427
C 0.9182 0.3635 0.3080
C 2.1845 0.6018 0.8089
C 2.5146 1.4244 2.0178
C 3.7528 1.6024 2.2915
C 4.5738 1.4017 1.1110
S 3.5806 0.9067 -0.2717
H 5.5462 1.6080 0.7283
H 4.2879 2.0759 3.1048
H 1.7299 1.2166 2.8171
C 0.9301 -0.8420 -0.7319
O 0.5694 -0.4780 -1.8249
N 1.6324 -1.8455 -0.4264
H 1.9584 -1.8133 0.9547
C 1.9406 -2.9543 -1.0507
C 3.3272 -2.8244 -1.3549
C 4.4243 -3.2539 -0.0786
C 3.8677 -4.4290 0.6775
C 2.4442 -4.5727 0.8949
C 1.5755 -4.4400 -0.3074
H 0.4776 -4.2125 -0.0825
H 1.8953 -5.1904 -1.0490
H 2.3889 -5.6041 1.3603
H 2.5000 -3.9121 1.6643
H 4.6771 -4.5585 1.2043
H 4.0632 -5.2539 -0.2105
H 4.2493 -2.3078 0.4245
H 5.4120 -3.1355 -0.6104
H 3.8204 -3.6696 -2.2902
H 3.7298 -2.0705 -1.8103
H 1.4660 -2.9810 -1.8565
H 0.2956 0.0475 1.3749
H -2.2212 2.5209 -1.2996
H -1.4535 3.7542 -0.1388
H -3.0448 3.0827 1.6751
H -3.4972 4.0556 0.6532
H -3.2344 0.5937 1.1362
H -6.6347 0.4351 -0.6494
H -8.2994 -1.7756 -1.2415
H -8.3474 -2.9471 0.2867
H -7.3053 -3.3383 -1.2815
*
```

**HOMO energy**: -7.82 eV
**Strongest force on any atom**: 13.001 eV Å⁻¹
**Energy relative to the best compared isomer or geometry (same formula, charge and spin)**: 22.5129 eV

---

(3)
Here is a single C3H6N2O molecule from the OMol25 dataset. Energies are from ωB97M-V/def2-TZVPD.

Geometry as ORCA input:
```
! RIJCOSX wB97M-V def2-TZVPD def2/J DEFGRID3
* xyz 0 1
C -0.0148 -1.3252 -1.1331
N 0.1099 -0.0592 -0.8053
C -0.4399 0.9464 -0.1306
N -1.5957 0.8133 0.6276
C 1.0305 0.7525 0.0029
O 1.7092 0.0855 0.9997
H -1.0072 -1.7577 -1.1600
H 0.8526 -1.8440 -1.5199
H 1.1666 -0.6632 1.2837
H -1.8641 1.6440 1.1334
H -1.6595 -0.0211 1.2096
H 1.7123 1.4287 -0.5079
*
```

**HOMO energy**: -7.20 eV
**Strongest force on any atom**: 0.428 eV Å⁻¹
**Energy relative to the best compared isomer or geometry (same formula, charge and spin)**: 4.6425 eV

---

(4)
Here is 5 unconnected molecules or ions with the total composition C5H15O6 at a distorted geometry from the OMol25 dataset. Energies are from ωB97M-V/def2-TZVPD.

Geometry as ORCA input:
```
! RIJCOSX wB97M-V def2-TZVPD def2/J DEFGRID3
* xyz -1 1
O -1.5616 -2.2674 0.3065
C -1.0681 -1.2718 0.8576
O -0.1887 -1.3449 1.7876
C -1.4597 0.1257 0.3322
C -1.4082 0.1565 -1.1929
C -1.0203 1.5457 -1.6775
C -0.0779 1.6932 -2.5980
H -0.7410 0.7936 0.7825
H -2.4658 0.3290 0.7119
H -2.3344 -0.1657 -1.6745
H -0.6814 -0.5390 -1.5811
H -1.4171 2.4185 -1.1650
H 0.3474 0.8598 -3.1568
H 0.3655 2.6262 -2.9416
H 1.8035 2.0640 2.0302
H 2.4817 1.3703 0.8254
O 2.5998 2.0792 1.4768
H -0.0031 -3.2394 -1.1044
H 0.8675 -2.1161 -1.4403
O 0.6810 -3.0127 -1.7576
H 0.2320 0.2350 2.7090
H -1.0776 0.7694 3.3018
O -0.1516 0.9886 3.1898
H 1.4060 -1.1498 1.0277
H 2.7914 -1.7522 0.6381
O 2.0806 -1.1957 0.3125
*
```

**HOMO energy**: -5.42 eV
**Strongest force on any atom**: 1.196 eV Å⁻¹
**Energy relative to the best compared isomer or geometry (same formula, charge and spin)**: 0.5777 eV

---

Copy entry 3 word for word.
Here is a single C3H6N2O molecule from the OMol25 dataset. Energies are from ωB97M-V/def2-TZVPD.

Geometry as ORCA input:
```
! RIJCOSX wB97M-V def2-TZVPD def2/J DEFGRID3
* xyz 0 1
C -0.0148 -1.3252 -1.1331
N 0.1099 -0.0592 -0.8053
C -0.4399 0.9464 -0.1306
N -1.5957 0.8133 0.6276
C 1.0305 0.7525 0.0029
O 1.7092 0.0855 0.9997
H -1.0072 -1.7577 -1.1600
H 0.8526 -1.8440 -1.5199
H 1.1666 -0.6632 1.2837
H -1.8641 1.6440 1.1334
H -1.6595 -0.0211 1.2096
H 1.7123 1.4287 -0.5079
*
```

**HOMO energy**: -7.20 eV
**Strongest force on any atom**: 0.428 eV Å⁻¹
**Energy relative to the best compared isomer or geometry (same formula, charge and spin)**: 4.6425 eV